[1]
This record from the Open Molecules 2025 dataset describes one molecule with the formula C3H7N3S2 at a distorted geometry. The level of theory is ωB97M-V/def2-TZVPD.

XYZ file:
```
15
C3H7N3S2 | the Open Molecules 2025 dataset | ωB97M-V/def2-TZVPD
S -0.580 -0.159 -2.186
S 0.805 2.334 0.187
N 0.789 -1.914 2.350
N -0.537 -2.080 0.406
N 0.581 -0.069 0.988
C 0.256 -1.396 1.270
C -1.146 0.563 -0.611
C 0.024 0.894 0.243
H -1.675 1.497 -0.777
H 0.536 -2.894 2.389
H -1.764 -0.378 -2.747
H -1.815 -0.133 -0.065
H 1.378 0.228 1.574
H -0.253 -1.956 -0.568
H -0.650 -3.091 0.561
```

Computed properties:
**Highest occupied orbital energy**: -8.8 eV
**SMILES**: [H]/N=C(\N)NC(=S)CS
**Orbital gap**: 8.695 eV


[2]
This record from the Open Molecules 2025 dataset describes one molecule with the formula C3H7N3S2 at a distorted geometry. The level of theory is ωB97M-V/def2-TZVPD.

XYZ file:
```
15
C3H7N3S2 | the Open Molecules 2025 dataset | ωB97M-V/def2-TZVPD
S -1.693 -0.085 -3.083
S -2.506 -0.849 1.062
N -0.363 -0.072 -0.399
N -2.353 -0.394 -1.510
N 1.747 0.251 0.500
C -1.719 -0.425 -0.330
C 0.525 -0.026 0.680
C 2.614 0.316 1.625
H 3.105 1.280 1.662
H 0.073 0.040 -1.304
H 2.241 0.081 2.639
H -1.864 1.268 -3.157
H 0.118 -0.423 1.623
H 3.443 -0.403 1.492
H -3.367 -0.559 -1.501
```

Computed properties:
**Highest occupied orbital energy**: -8.7 eV
**SMILES**: C/N=C/NC(=S)NS
**Orbital gap**: 9.125 eV


[3]
This record from the Open Molecules 2025 dataset describes an isolated ion of composition C3H7N4 and charge +1 at a distorted geometry. The level of theory is ωB97M-V/def2-TZVPD.

XYZ file:
```
14
C3H7N4 | the Open Molecules 2025 dataset | ωB97M-V/def2-TZVPD
N 2.785 -0.908 0.342
N 0.115 1.271 -0.478
N -1.561 -0.240 -0.048
N 2.029 -0.080 0.015
C 1.397 0.827 -0.491
C -1.166 -1.368 -0.565
C -0.800 0.810 0.586
H 3.698 -0.757 0.899
H -1.477 1.488 0.911
H -0.103 -1.788 -0.451
H -0.409 0.622 1.547
H -2.534 0.034 -0.106
H -1.843 -1.996 -1.093
H -0.131 2.084 -1.066
```

Computed properties:
**Highest occupied orbital energy**: -11.9 eV
**Orbital gap**: 6.270 eV
**Net charge**: +1


[4]
This record from the Open Molecules 2025 dataset describes an isolated ion of composition C3H7N4 and charge +1 at a distorted geometry. The level of theory is ωB97M-V/def2-TZVPD.

XYZ file:
```
14
C3H7N4 | the Open Molecules 2025 dataset | ωB97M-V/def2-TZVPD
N 0.017 1.161 -0.361
N 0.733 -0.857 -1.015
N 0.507 1.225 -2.768
N -0.275 2.159 -2.653
C -0.768 -0.742 0.994
C -0.049 -0.141 -0.217
C 0.559 1.862 -1.500
H 1.223 -0.470 -1.815
H -0.622 1.824 0.205
H -0.934 0.114 1.602
H -0.115 -1.443 1.463
H 0.863 -1.825 -0.953
H -1.799 -0.933 0.729
H 1.364 2.528 -1.281
```

Computed properties:
**Highest occupied orbital energy**: -15.3 eV
**SMILES**: C/C(N)=[NH+]/C1N=N1
**Orbital gap**: 11.122 eV
**Net charge**: +1


[5]
This record from the Open Molecules 2025 dataset describes an isolated ion of composition C3H7N4 and charge +1 at a distorted geometry. The level of theory is ωB97M-V/def2-TZVPD.

XYZ file:
```
14
C3H7N4 | the Open Molecules 2025 dataset | ωB97M-V/def2-TZVPD
N 1.635 0.265 -0.192
N 0.117 0.405 -1.765
N -1.866 -0.347 -0.286
N 0.420 -0.132 0.449
C -0.627 -0.022 -0.296
C 0.434 -0.135 1.904
C 1.358 0.602 -1.404
H 1.259 0.365 2.307
H -2.328 -0.561 -1.123
H 2.054 0.859 -2.103
H -0.411 0.337 2.358
H 0.556 -1.246 2.249
H -2.220 -0.924 0.543
H -0.379 0.535 -2.639
```

Computed properties:
**Highest occupied orbital energy**: -14.1 eV
**SMILES**: Cn1nc[nH]c1=[NH2+]
**Orbital gap**: 10.528 eV
**Net charge**: +1


[6]
This record from the Open Molecules 2025 dataset describes a 2-piece molecular cluster, C3H7N4 overall at a distorted geometry. The level of theory is ωB97M-V/def2-TZVPD.

XYZ file:
```
14
C3H7N4 | the Open Molecules 2025 dataset | ωB97M-V/def2-TZVPD
N 4.279 -0.026 -0.014
N -0.038 0.261 -0.375
N -1.309 2.156 0.130
N 3.170 0.112 -0.031
C -0.857 -1.992 0.180
C -0.218 1.668 -0.214
C -0.909 -0.582 0.025
H -1.757 -0.051 0.466
H -1.274 3.164 0.378
H -0.321 -2.277 1.062
H 0.832 0.177 -0.806
H -1.856 -2.414 0.348
H -0.387 -2.501 -0.637
H 0.643 2.304 -0.513
```

Computed properties:
**Highest occupied orbital energy (alpha / beta)**: -11.7 / -16.8 eV
**Orbital gap (alpha / beta)**: 8.201 / 8.089 eV
**Spin multiplicity**: 3
**Net charge**: +1


[7]
This record from the Open Molecules 2025 dataset describes a 2-piece molecular cluster, C3H7N4O2 overall at a distorted geometry. The level of theory is ωB97M-V/def2-TZVPD.

XYZ file:
```
16
C3H7N4O2 | the Open Molecules 2025 dataset | ωB97M-V/def2-TZVPD
O 2.917 0.049 -1.380
O 3.249 -0.951 0.529
N 1.957 0.821 0.396
N 2.713 -0.098 -0.189
N -0.103 1.977 0.135
N -0.977 -0.849 -0.516
C -0.879 -2.017 0.231
C 0.833 1.208 0.082
C -1.532 1.973 0.153
H -0.264 -0.810 -1.151
H -1.838 2.822 0.703
H -1.558 -1.950 1.067
H 0.254 -2.098 0.532
H -1.926 1.827 -0.809
H -0.983 -3.058 -0.491
H -1.863 1.154 0.708
```

Computed properties:
**Highest occupied orbital energy (alpha / beta)**: -1.9 / -1.9 eV
**Orbital gap (alpha / beta)**: 5.469 / 5.465 eV
**Net charge**: -1


[8]
This record from the Open Molecules 2025 dataset describes an isolated ion of composition C3H7N4O3 and charge +1 at a distorted geometry. The level of theory is ωB97M-V/def2-TZVPD.

XYZ file:
```
17
C3H7N4O3 | the Open Molecules 2025 dataset | ωB97M-V/def2-TZVPD
O -2.136 1.710 0.118
O 1.963 -2.264 0.075
O 2.411 1.999 -0.100
N 1.433 -0.052 -0.201
N 0.083 1.821 -0.070
N -0.988 -0.256 0.102
N -2.209 -0.914 -0.078
C 1.470 1.279 -0.109
C -0.988 1.056 0.075
C 2.076 -1.026 0.357
H 2.923 -0.857 1.018
H -2.974 1.026 -0.038
H -2.244 -1.656 0.651
H 0.024 2.808 -0.199
H 1.192 -2.408 -0.524
H -0.014 -0.803 -0.072
H -2.022 -1.463 -1.004
```

Computed properties:
**Highest occupied orbital energy**: -14.8 eV
**SMILES**: N/[NH+]=C(\O)NC(=O)/N=C/O
**Orbital gap**: 10.931 eV
**Net charge**: +1


Q: Which energy above the lowest of the compared OMol25 structures with the same formula, charge and spin values were calculated for the entries above? A: 0.467; 0.845; 5.633; 2.286; 2.144; 0.067; 3.790; 0.509, in eV.